{
  "formula": "C27H48BCl23I2N2O",
  "method": "the ωB97M-V functional and the def2-TZVPD basis",
  "gap_ev": 8.05,
  "lumo_energy_ev": -1.183,
  "e_above_lowest_ev": 2.665,
  "largest_force_ev_per_a": 7.0,
  "elements": ["I", "I", "Cl", "Cl", "Cl", "Cl", "Cl", "Cl", "Cl", "Cl", "Cl", "Cl", "Cl", "Cl", "Cl", "Cl", "Cl", "Cl", "Cl", "Cl", "Cl", "Cl", "Cl", "Cl", "Cl", "O", "N", "N", "C", "C", "C", "C", "C", "C", "C", "C", "C", "C", "C", "C", "C", "C", "C", "C", "C", "C", "C", "C", "C", "C", "C", "C", "C", "C", "C", "B", "H", "H", "H", "H", "H", "H", "H", "H", "H", "H", "H", "H", "H", "H", "H", "H", "H", "H", "H", "H", "H", "H", "H", "H", "H", "H", "H", "H", "H", "H", "H", "H", "H", "H", "H", "H", "H", "H", "H", "H", "H", "H", "H", "H", "H", "H", "H", "H"],
  "positions_angstrom": [[0.982, -0.836, 0.516], [-1.057, -3.365, 1.318], [3.296, 3.234, 1.733], [-1.053, 9.139, -7.257], [-0.644, -0.192, -7.518], [-5.250, 2.723, 3.397], [0.687, -7.141, -3.513], [1.759, 5.589, 3.641], [-2.896, 7.958, -4.635], [5.780, -6.916, 5.865], [-4.027, -1.858, -2.546], [0.299, -7.572, -0.146], [4.988, 6.628, 3.224], [0.267, 4.264, -8.531], [0.136, -4.227, -1.743], [5.643, 1.970, 3.872], [0.119, -1.322, -3.540], [-2.215, -0.542, 2.454], [-2.082, 5.533, -10.665], [-5.631, 2.288, 6.764], [2.589, 0.816, -7.965], [-4.754, -4.599, 8.323], [-2.419, -5.873, 10.467], [4.649, -3.927, 7.071], [-4.040, 1.044, -4.344], [-0.023, 0.993, 4.237], [2.281, -3.231, 3.647], [-0.931, -2.985, 5.312], [-0.312, 5.607, -10.852], [-5.153, 1.055, 5.570], [2.736, 6.540, 4.787], [5.758, 2.081, 2.098], [0.350, 0.754, -6.382], [-1.831, 7.542, -7.126], [1.626, -8.224, -2.455], [3.666, -5.258, 6.413], [-2.982, -4.531, 8.143], [-0.876, -1.741, 2.808], [-5.423, -1.108, -3.360], [-1.015, -2.347, 4.287], [1.620, -2.320, 3.182], [-1.260, -3.477, -2.556], [-4.311, 1.637, 4.452], [2.533, 0.613, 3.747], [-3.141, 7.603, -6.364], [0.374, 4.368, -10.308], [0.630, -1.145, 2.647], [5.067, 3.317, 1.556], [-0.867, -2.776, -3.840], [-2.304, -5.771, 8.692], [1.301, 1.693, -7.100], [4.254, -6.618, 6.736], [0.783, -8.806, -1.337], [3.685, 7.490, 4.081], [-5.027, -0.408, -4.646], [0.952, 0.162, 3.574], [-1.762, -2.447, -4.372], [-4.580, 0.298, 6.110], [1.356, -9.561, -0.795], [-3.458, 2.197, 4.841], [1.794, 2.346, -6.375], [-2.733, -6.682, 8.271], [-1.969, -4.279, -2.772], [3.182, 0.014, 2.994], [-3.930, 0.833, 3.819], [5.338, 1.167, 1.673], [-3.648, 6.638, -6.420], [3.570, -5.107, 5.336], [-5.895, -0.419, -2.656], [-1.240, -5.750, 8.444], [2.673, -5.169, 6.859], [5.272, 3.419, 0.488], [1.437, 4.392, -10.559], [2.899, 0.446, 4.836], [-0.054, 3.455, -10.727], [-2.012, 7.194, -8.146], [-3.809, 8.363, -6.774], [-1.124, 6.857, -6.655], [3.273, 5.843, 5.434], [-1.732, -2.789, -1.851], [2.572, 1.720, 3.427], [5.414, 4.223, 2.057], [-6.131, -1.910, -3.577], [4.166, 8.143, 4.812], [0.043, 6.513, -10.357], [4.447, -6.729, 7.805], [6.821, 2.113, 1.851], [3.160, 8.117, 3.357], [-2.776, -4.437, 7.075], [2.010, -9.028, -3.086], [-4.463, -1.070, -5.306], [2.036, 7.107, 5.404], [-0.123, -9.278, -1.722], [-5.921, -0.078, -5.179], [2.477, -7.661, -2.065], [0.775, 2.324, -7.823], [-0.304, -3.437, -4.502], [-0.340, 1.329, -5.761], [-6.060, 0.585, 5.187], [-2.626, -3.626, 8.639], [-0.111, 5.702, -11.921], [0.886, 0.054, -5.738], [0.331, 1.920, 4.139], [3.559, -7.404, 6.433]],
  "atomic_forces_ev_per_a": [[0.521, 0.786, 0.817], [-0.551, -0.128, 1.211], [0.164, 0.176, -0.341], [0.036, 0.021, 0.022], [-0.023, -0.073, -0.026], [-0.019, 0.051, -0.012], [-0.002, -0.091, -0.068], [-0.042, 0.081, 0.060], [0.006, 0.038, 0.015], [0.036, 0.004, 0.020], [-0.106, 0.077, 0.017], [-0.026, 0.005, -0.008], [0.008, 0.033, -0.021], [-0.307, 0.832, -0.320], [0.053, 0.119, -0.011], [0.047, 0.050, -0.001], [0.050, -0.012, 0.151], [1.357, -0.831, 0.388], [-0.027, 0.010, 0.061], [-0.030, 0.020, -0.017], [0.039, -0.031, -0.064], [-0.051, 0.003, 0.048], [-0.031, -0.026, 0.022], [0.037, 0.009, -0.006], [0.047, -0.044, 0.012], [1.691, -0.637, -2.236], [-3.691, 5.294, -2.711], [-0.660, 3.566, -5.274], [0.253, 0.026, -0.032], [0.100, -0.188, -0.128], [0.077, 0.115, 0.206], [0.028, 0.013, -0.215], [0.328, 0.177, 0.242], [-0.127, -0.249, -0.060], [0.138, -0.176, 0.115], [-0.156, -0.189, -0.150], [0.272, 0.012, -0.119], [0.265, -0.850, 1.350], [-0.286, 0.115, -0.155], [0.773, -2.413, 2.257], [1.647, -2.943, 1.428], [-0.134, 0.061, -0.133], [0.115, -0.178, 0.135], [-0.653, -0.474, -0.757], [-0.043, -0.078, -0.227], [0.050, 0.054, -0.369], [-0.219, -2.200, 1.599], [0.319, -0.018, -0.081], [-0.218, -0.265, -0.125], [0.056, 0.032, -0.245], [-0.341, -0.082, 0.111], [-0.240, 0.037, 0.132], [0.084, -0.175, -0.119], [-0.209, 0.138, 0.153], [-0.122, -0.135, -0.052], [0.949, 2.023, 1.109], [0.073, 0.006, 0.158], [0.019, 0.118, -0.083], [0.016, 0.123, -0.079], [-0.182, -0.039, -0.019], [-0.056, -0.112, -0.006], [-0.038, 0.161, 0.111], [0.095, 0.073, -0.063], [-0.802, 1.055, 1.443], [-0.150, 0.095, 0.185], [-0.035, 0.141, 0.109], [0.136, 0.055, -0.012], [0.084, 0.018, 0.165], [0.182, -0.053, -0.093], [-0.120, 0.104, 0.016], [0.115, -0.054, 0.002], [-0.028, -0.100, 0.096], [-0.114, 0.079, 0.057], [-0.574, 0.395, -1.912], [-0.035, 0.147, 0.137], [-0.066, 0.044, 0.123], [0.178, -0.040, 0.085], [-0.103, 0.160, 0.012], [-0.022, 0.065, -0.190], [0.236, -0.054, -0.061], [0.243, -1.769, 0.909], [-0.142, -0.195, 0.019], [0.117, 0.063, -0.046], [-0.047, -0.141, -0.022], [-0.083, -0.166, 0.013], [0.057, 0.088, -0.163], [-0.118, 0.083, 0.021], [0.057, -0.191, 0.041], [0.024, -0.070, 0.121], [-0.104, 0.033, 0.087], [-0.008, 0.092, 0.153], [0.091, 0.020, -0.113], [0.103, 0.167, 0.014], [0.051, -0.040, 0.136], [-0.203, -0.011, -0.006], [0.349, -0.761, 0.420], [0.031, 0.104, 0.182], [0.057, -0.012, -0.101], [0.101, 0.167, 0.020], [-0.084, -0.180, 0.004], [-0.011, -0.102, 0.109], [-0.115, 0.089, -0.233], [-0.446, -1.284, 0.698], [0.042, 0.138, -0.039]]
}